Entry from the Open Molecules 2025 dataset: 7 unconnected molecules or ions with the total composition C41H92N4O9 at a distorted geometry (ωB97M-V with the def2-TZVPD basis set).

## Properties
HOMO energy (eV): -8.587
Electronic energy (Eh): -2513.3267
SMILES string: CC1(C)CCCC(C)(C)N1O.CC1(C)CCCC(C)(C)N1O.CC1(C)CCCC(C)(C)N1O.CC1(C)CCCC(C)(C)N1O.OCCO.OCCO.CO
Net charge: 0

Structure (XYZ):
```
146
Properties=species:S:1:pos:R:3:forces:R:3:mulliken_charge:R:1
C -0.10442 1.00713 1.23819 1.729 -0.238 1.021 0.459
C 1.39400 0.94725 0.71417 -3.240 -0.713 -1.251 -1.431
O 1.48372 -0.19589 -0.15095 0.668 -0.684 0.238 0.480
O -1.04816 1.43151 0.29083 0.211 -0.015 0.005 1.223
H -0.11923 1.66133 2.10505 -0.185 0.665 -0.072 0.763
H -0.39043 0.04782 1.69350 0.165 -0.204 -0.412 -0.486
H 2.08024 0.91852 1.51473 0.868 -0.053 0.930 0.556
H 1.54654 1.79912 0.05402 0.229 0.220 0.211 0.199
H 1.76312 -1.02432 0.30957 -0.265 0.937 -0.414 -0.033
H -0.82904 1.00520 -0.55211 -0.094 -0.039 -0.620 -0.870
C 3.33726 -3.91601 -0.60554 1.421 0.736 -0.459 -0.542
C 4.86312 -4.09930 -0.55121 -0.310 0.048 1.170 -0.606
O 5.51437 -3.40676 -1.61111 -0.417 -0.303 0.409 -0.463
O 2.93964 -2.55090 -0.44333 -0.202 -0.952 0.390 -0.292
H 2.85469 -4.52542 0.13845 -0.292 -0.102 0.255 0.336
H 3.11589 -4.27151 -1.60588 -0.837 -0.155 -0.334 0.368
H 5.05185 -5.19772 -0.54394 0.165 0.603 -0.153 0.340
H 5.24902 -3.66057 0.38444 -0.021 -0.261 -0.342 0.288
H 5.07433 -3.72122 -2.40197 0.156 0.043 -0.567 0.318
H 3.48244 -2.03280 -1.03338 0.329 0.396 -0.349 0.166
C -7.06403 -1.12853 3.02828 -0.946 0.610 -0.222 -1.971
C -5.60788 -1.55592 3.03376 0.119 -0.235 -0.011 1.761
C -5.25476 -2.12004 1.66656 -0.131 0.623 -1.089 -0.921
C -5.04369 -0.94739 0.67075 0.246 0.124 0.716 -0.866
C -3.98327 0.06752 1.18199 0.267 -1.492 -0.256 0.345
C -4.34214 0.68103 2.52165 -1.218 -0.654 -0.120 1.627
N -4.62154 -0.48344 3.41458 -1.237 -0.164 1.211 0.905
O -5.11903 -0.04968 4.72503 0.579 0.670 -0.718 -0.733
C -3.14806 1.40480 3.06524 -0.307 0.083 0.959 -1.039
C -5.48401 1.69749 2.32513 -0.876 0.252 0.715 -1.764
C -5.45760 -2.69264 4.06245 -0.469 2.150 0.613 -1.641
H -7.35559 -0.21506 2.48760 0.428 -0.341 0.121 0.236
H -7.53817 -1.07691 3.99582 0.275 0.299 0.717 0.478
H -7.63540 -1.92010 2.58279 -0.231 -0.525 -0.556 0.484
H -4.34058 -2.69750 1.70940 0.364 -0.140 0.188 -0.105
H -6.05369 -2.83453 1.32958 0.610 0.761 0.257 0.598
H -5.97326 -0.37787 0.58961 -0.109 -0.264 -0.447 0.512
H -4.71929 -1.32376 -0.29846 -0.232 0.070 -0.130 0.311
H -3.84792 0.84745 0.42984 0.167 0.016 0.142 0.207
H -3.01299 -0.46530 1.33140 -0.480 0.356 -0.340 -0.926
H -2.89679 2.19675 2.39689 0.286 0.764 -0.421 0.329
H -3.36409 1.79162 4.06286 0.030 0.166 -0.070 0.508
H -2.30192 0.75407 3.15404 0.497 -0.534 -0.018 -0.468
H -5.07060 2.48713 1.71671 0.041 0.350 -0.297 0.374
H -6.42050 1.35680 1.84237 0.787 -0.073 0.095 0.313
H -5.81592 2.20017 3.26288 0.396 -0.403 -0.363 0.396
H -4.43617 -2.98241 4.01117 0.575 -0.820 0.325 0.132
H -6.15693 -3.45732 3.82405 -0.370 -0.898 -0.239 0.483
H -5.71289 -2.27149 5.05919 0.328 -0.539 -0.544 0.378
H -5.93834 0.47665 4.58907 0.583 -0.412 -0.224 0.340
C 6.87332 0.76249 -1.17126 -0.851 0.733 1.390 -1.934
C 5.80025 1.56636 -1.91003 -0.127 -0.582 -1.666 1.857
C 5.30508 2.71645 -1.04508 -0.040 -0.865 1.301 -1.564
C 4.45180 3.72436 -1.72117 1.630 1.613 -0.967 0.727
C 5.25499 4.30343 -2.89061 1.078 -1.535 -0.622 -1.565
C 5.77344 3.19071 -3.91215 -0.463 2.875 0.710 1.944
N 6.48068 2.20968 -3.08782 -0.581 -0.136 0.073 0.007
O 6.94544 1.25525 -4.03929 0.623 -0.940 0.698 -0.495
C 4.57784 2.76732 -4.74137 -0.489 -2.217 0.860 -1.645
C 6.89163 3.76830 -4.81217 -0.791 -0.491 -1.436 -2.031
C 4.62361 0.60316 -2.29464 -0.342 0.005 1.494 -1.024
H 6.30172 0.23638 -0.38734 0.486 -0.030 -0.064 0.333
H 7.57901 1.45224 -0.64236 -0.286 -0.671 -0.700 0.387
H 7.35236 0.01137 -1.77872 0.255 -0.040 -0.250 0.461
H 4.70913 2.30618 -0.22268 0.268 -0.296 0.142 0.229
H 6.17883 3.18410 -0.59186 0.062 0.192 -0.017 0.509
H 4.35467 4.62804 -1.11703 -0.684 -0.406 0.575 0.418
H 3.51496 3.31878 -2.01100 -1.030 -0.155 -0.240 -0.615
H 6.20515 4.64292 -2.48410 -0.034 0.627 0.295 0.431
H 4.72176 5.13040 -3.34446 0.061 0.016 -0.509 0.391
H 3.67356 2.64796 -4.11941 0.432 -0.236 -0.067 0.162
H 4.23157 3.41729 -5.49574 0.302 1.296 -0.940 0.464
H 4.78439 1.80779 -5.23228 -0.147 0.060 0.084 0.371
H 7.03219 3.04566 -5.63393 0.308 0.019 0.440 0.412
H 6.61858 4.65395 -5.40343 -0.145 0.221 0.771 0.420
H 7.83295 3.88902 -4.28583 -0.026 0.195 0.122 0.407
H 4.22740 0.09910 -1.37888 0.495 0.461 -0.195 -0.051
H 4.90019 -0.23158 -2.92407 0.263 0.179 -0.583 0.645
H 3.73189 1.11924 -2.64740 0.269 0.023 -0.471 -0.210
H 7.90144 1.20563 -3.85457 -0.584 0.013 -0.193 0.382
C -1.07308 -2.85536 1.08859 -0.895 -0.002 -1.694 -1.494
C -0.60514 -3.27765 2.44256 1.649 1.430 0.318 2.351
C 0.93103 -3.17687 2.35765 0.491 -0.452 0.155 -0.852
C 1.70467 -3.10807 3.66786 -0.255 -0.367 0.275 -0.990
C 1.05815 -1.97279 4.42389 0.305 0.457 1.095 -1.582
C -0.43122 -2.08981 4.69651 0.263 -1.486 -0.413 1.776
N -1.06106 -2.16569 3.35570 -0.540 -1.760 0.322 0.603
O -2.42521 -2.53720 3.57802 -1.190 2.248 -0.091 -0.051
C -0.67569 -3.30688 5.68323 -0.953 0.362 -1.048 -1.600
C -0.86393 -0.78903 5.31323 -1.314 -0.450 0.719 -1.880
C -1.00595 -4.68502 2.75714 -1.312 0.149 1.205 -1.632
H -0.65998 -1.89118 0.85145 0.403 0.406 -0.196 -0.259
H -2.14416 -2.69244 0.95851 -0.219 -0.336 0.489 -0.023
H -0.80008 -3.54358 0.26677 0.164 0.106 0.484 0.612
H 1.29895 -3.97267 1.72048 -0.016 -0.311 -0.194 0.471
H 1.16645 -2.26218 1.84227 0.109 0.518 -0.326 -0.441
H 2.79512 -3.00711 3.50866 -0.528 0.453 -0.123 0.423
H 1.65644 -4.01567 4.27902 -0.301 -0.138 -0.242 0.386
H 1.10872 -1.04132 3.87707 0.645 0.365 -0.320 0.276
H 1.46391 -1.81427 5.42542 0.554 0.086 -0.122 0.420
H -0.48713 -3.03969 6.69545 0.216 0.769 0.898 0.540
H -1.72565 -3.67917 5.69089 0.802 0.172 -0.409 0.127
H 0.04163 -4.09944 5.51395 -0.197 -0.364 -0.375 0.332
H -0.44173 -0.81553 6.31270 0.021 0.581 0.247 0.648
H -0.53448 0.08340 4.75374 0.044 -0.001 -0.036 0.223
H -1.97401 -0.77882 5.41917 0.704 0.179 -0.038 0.228
H -2.09797 -4.68824 2.99790 0.936 -0.283 0.040 0.055
H -0.40182 -5.10283 3.57900 -0.425 -0.067 -0.395 0.361
H -0.88675 -5.22762 1.84372 0.267 -0.725 -0.407 0.559
H -2.94141 -1.66414 3.51989 0.594 -1.347 0.125 -0.057
C -0.12406 1.57354 -4.99400 0.948 0.366 -1.181 -1.871
C -0.38180 1.79646 -3.53132 0.801 -0.674 0.647 2.020
C -1.56450 2.72102 -3.40426 0.556 0.885 1.547 -0.708
C -2.86291 2.06034 -3.62569 -1.085 -0.073 -0.725 -0.938
C -2.98428 0.78513 -2.79070 -2.310 0.049 -0.645 -0.925
C -1.92885 -0.24925 -3.04504 1.198 0.916 0.202 2.344
N -0.64067 0.54423 -2.67647 -0.829 -0.238 -0.765 0.868
O 0.46309 -0.32744 -2.85958 0.181 -0.222 -0.465 -0.689
C -2.08803 -1.38646 -2.04843 0.748 0.168 0.247 -1.487
C -2.01578 -0.83082 -4.45471 0.859 -0.598 0.565 -1.842
C 0.80660 2.50167 -2.86579 -1.151 0.225 1.231 -1.524
H 0.22743 2.56205 -5.37724 -0.645 -0.562 -0.018 0.443
H -1.02393 1.24036 -5.51703 0.288 0.225 -0.115 0.412
H 0.71293 0.92027 -5.27556 -0.299 -0.250 0.507 0.270
H -1.48744 3.05579 -2.36285 -0.483 0.228 0.037 -0.093
H -1.45358 3.63131 -4.00679 0.202 -0.297 -0.092 0.506
H -2.92770 1.83602 -4.70631 -0.284 -0.145 0.356 0.365
H -3.68460 2.78603 -3.42877 0.360 -0.640 0.043 0.517
H -4.00477 0.34856 -3.00571 0.921 0.179 0.259 0.441
H -2.97605 1.00741 -1.73457 -0.017 0.340 0.466 -0.336
H -1.93685 -0.94701 -1.05999 -0.361 -0.279 0.258 -0.511
H -3.10106 -1.80016 -2.17825 0.441 -0.026 0.291 0.741
H -1.30103 -2.16324 -2.16256 -0.632 0.376 -0.168 0.359
H -2.66171 -0.22852 -5.09024 0.542 -0.005 -0.413 0.321
H -0.96973 -1.03476 -4.77909 -0.913 0.316 -0.390 0.217
H -2.49402 -1.80471 -4.33602 -0.050 -0.017 -0.294 0.589
H 1.63682 1.84102 -2.72049 0.378 -0.516 0.326 -0.277
H 0.42152 2.95308 -1.90227 0.782 -0.653 -0.741 -0.048
H 1.17621 3.32059 -3.44128 0.068 0.694 -0.684 0.747
H 0.85778 -0.46348 -1.98287 -0.186 0.305 0.179 0.038
C -2.56948 4.57232 0.22168 -1.385 -0.690 0.116 -0.599
O -1.22489 4.14003 0.24494 -0.497 1.137 -0.095 -0.602
H -2.87232 5.14919 1.10385 0.524 0.152 0.007 0.335
H -2.85771 5.15006 -0.66134 0.641 0.221 -0.091 0.322
H -3.34398 3.76366 0.20195 0.854 -0.079 0.046 -0.013
H -1.18098 3.18350 0.29733 -0.145 -0.666 -0.075 0.199
```
Forces are in eV/Å.